Computed, not measured: a 2-piece molecular cluster, C32H31ClN3 overall at a distorted geometry, with ωB97M-V/def2-TZVPD.

Structure (XYZ):
```
67
C32H31ClN3 (ωB97M-V/def2-TZVPD)
C -0.423 2.841 -0.231
N -0.854 2.461 1.099
C -0.050 2.107 2.140
H 0.719 -0.316 -0.469
C 1.367 2.484 2.196
C 1.776 3.837 2.066
C 3.093 4.193 2.369
Cl 3.605 5.828 2.182
C 4.015 3.210 2.781
C 3.658 1.855 2.734
C 2.360 1.499 2.370
N -0.839 1.373 2.994
C -0.417 0.340 3.922
C -2.181 1.697 2.714
C -2.189 2.361 1.496
C -3.248 3.173 1.110
C -4.144 3.568 2.118
C -4.175 2.877 3.336
C -3.294 1.792 3.542
H -1.319 2.900 -0.860
H 0.102 3.799 -0.227
H 0.238 2.092 -0.690
H 1.052 4.580 1.740
H 5.012 3.532 3.098
H 4.395 1.093 2.995
H 2.095 0.460 2.201
H -1.291 -0.261 4.183
H 0.298 -0.356 3.457
H 0.052 0.764 4.817
H -3.302 3.498 0.070
H -4.874 4.350 1.931
H -4.943 3.164 4.070
H -3.484 1.057 4.314
C 3.085 0.766 -1.391
C 2.635 -0.453 -2.112
N 3.091 -0.778 -3.351
C 2.549 -1.996 -3.772
C 1.700 -2.460 -2.739
C 0.927 -3.588 -2.982
C 0.958 -4.184 -4.242
C 1.821 -3.707 -5.257
C 2.604 -2.561 -5.026
C 1.742 -1.471 -1.706
C 0.880 -1.374 -0.514
C -0.518 -1.975 -0.575
C -1.336 -1.587 -1.639
C -2.547 -2.242 -1.855
C -2.960 -3.254 -0.976
C -4.111 -4.133 -1.359
C -2.274 -3.404 0.238
C -1.038 -2.784 0.440
H 2.288 1.120 -0.730
H 3.964 0.549 -0.762
H 3.357 1.588 -2.069
H 3.732 -0.207 -3.896
H 0.298 -3.951 -2.176
H 0.294 -5.014 -4.470
H 1.886 -4.201 -6.225
H 3.237 -2.039 -5.750
H 1.429 -1.716 0.385
H -0.989 -0.795 -2.317
H -3.146 -1.996 -2.738
H -4.342 -4.838 -0.559
H -4.979 -3.498 -1.552
H -3.907 -4.704 -2.273
H -2.677 -4.058 1.016
H -0.460 -2.912 1.364
```

Output
E_HOMO = -9.34 eV
total charge = +1
energy relative to the best compared isomer or geometry (same formula, charge and spin) = 0.0 kcal per mole
gap between HOMO and LUMO = 0.208 Ha